Entry 1:
A molecular structure, C31H40BIrN4O2PSi, computed with the ωB97M-V functional and the def2-TZVPD basis.

Positions of all 81 atoms, in Å:
1 Ir -0.166217 -1.291050 -0.641651
2 C 1.964327 -1.656921 -0.819783
3 Si 2.555522 -0.842337 0.745548
4 C 1.329514 -1.390715 2.091029
5 N -0.100552 -1.340040 1.684509
6 C -0.869891 -2.559551 2.052389
7 C -1.126402 -2.618777 3.558675
8 C -1.626892 -1.259124 4.094900
9 C -2.024667 -0.326926 2.949642
10 C -0.820543 -0.073722 2.049468
11 C 4.224288 -1.450891 1.283741
12 C 5.345585 -0.615381 1.223721
13 C 6.602365 -1.098884 1.567636
14 C 6.752759 -2.417602 1.972557
15 C 5.649825 -3.260098 2.034506
16 C 4.394669 -2.781004 1.689714
17 C 2.641238 1.015784 0.555665
18 C 2.434032 1.900299 1.617550
19 C 2.709276 3.258405 1.486249
20 C 3.216831 3.756641 0.290303
21 C 3.439489 2.893811 -0.777891
22 C 3.146004 1.540134 -0.644422
23 H 2.114984 -2.739388 -0.841027
24 H 2.404767 -1.234585 -1.726760
25 H 1.495689 -0.808389 3.003309
26 H 1.591437 -2.426721 2.320974
27 H -0.308386 -3.432446 1.721376
28 H -1.813388 -2.541704 1.512571
29 H -0.215991 -2.921289 4.076675
30 H -1.864440 -3.403369 3.728292
31 H -0.842940 -0.775779 4.683954
32 H -2.473671 -1.403504 4.762769
33 H -2.364198 0.634718 3.336230
34 H -2.847569 -0.751241 2.372340
35 H -0.114274 0.580055 2.559369
36 H -1.143196 0.445592 1.140704
37 H 5.244909 0.420796 0.916293
38 H 7.462239 -0.442322 1.519835
39 H 7.732600 -2.791250 2.243337
40 H 5.767422 -4.289730 2.347641
41 H 3.546069 -3.459377 1.735698
42 H 2.076807 1.533571 2.575496
43 H 2.555358 3.923276 2.327473
44 H 3.461979 4.808578 0.200230
45 H 3.865892 3.273152 -1.701748
46 H 3.362430 0.869705 -1.474729
47 O -3.006747 -1.168065 -0.242055
48 B -2.141255 -1.937028 -1.067457
49 O -2.879433 -2.698245 -1.930049
50 C -4.219877 -2.429488 -1.661529
51 C -5.336101 -2.946764 -2.271947
52 C -6.565273 -2.488556 -1.801198
53 C -6.650440 -1.561045 -0.769167
54 C -5.505132 -1.047320 -0.160843
55 C -4.302405 -1.510370 -0.641345
56 H -5.263378 -3.673740 -3.071212
57 H -7.475069 -2.868191 -2.248135
58 H -7.624523 -1.235832 -0.428864
59 H -5.555878 -0.331026 0.650246
60 C -2.162800 3.642033 -2.277399
61 N -2.341195 2.375978 -3.011716
62 C -1.511007 2.306970 -4.240977
63 N -0.120647 2.356829 -3.826467
64 C 0.111915 3.583533 -3.067206
65 N -0.761612 3.662646 -1.884711
66 C -0.412401 2.708352 -0.854726
67 P -0.573523 0.949461 -1.490726
68 C -2.311288 1.194177 -2.204964
69 C 0.316383 1.163742 -3.115839
70 H -2.810372 3.669137 -1.405106
71 H -2.388910 4.481467 -2.929809
72 H -1.745782 3.157690 -4.876001
73 H -1.717760 1.383822 -4.777060
74 H -0.087030 4.442203 -3.706655
75 H 1.149197 3.612930 -2.740772
76 H -1.056006 2.837261 0.015906
77 H 0.622967 2.839837 -0.540986
78 H -3.025956 1.261153 -1.383331
79 H -2.542192 0.313586 -2.808258
80 H 0.143925 0.276703 -3.726032
81 H 1.384529 1.225748 -2.907965

Cartesian forces (eV/Å) of the 2 atoms listed first:
Ir 0.841 -0.171 0.816
C -0.225 0.062 -0.637

Computed properties:
Net charge: +2
LUMO level (alpha / beta): -4.60 / -9.24 eV
Kohn-Sham gap (alpha / beta): 8.75 / 4.30 eV
Multiplicity: 6
⟨S²⟩: 8.7666

The computed natural (NBO) charges, all in e, follow: Ir 0.84; C -1.13; Si 1.64; C -0.70; N -0.42; C -0.24; C -0.43; C -0.41; C -0.42; C -0.22; C -0.45; C -0.21; C -0.19; C -0.17; C -0.20; C -0.20; C -0.52; C -0.14; C -0.22; C -0.20; C -0.22; C -0.23; H 0.26; H 0.24; H 0.24; H 0.25; H 0.23; H 0.22; H 0.22; H 0.24; H 0.21; H 0.24; H 0.24; H 0.22; H 0.22; H 0.19; H 0.21; H 0.23; H 0.23; H 0.23; H 0.20; H 0.20; H 0.24; H 0.24; H 0.23; H 0.21; O -0.73; B 0.70; O -0.65; C 0.19; C -0.21; C -0.20; C -0.19; C -0.27; C 0.26; H 0.25; H 0.24; H 0.24; H 0.23; C -0.09; N -0.12; C -0.09; N -0.39; C -0.09; N -0.31; C -0.54; P 0.85; C -0.55; C -0.54; H 0.24; H 0.25; H 0.24; H 0.24; H 0.24; H 0.24; H 0.25; H 0.30; H 0.27; H 0.28; H 0.26; H 0.27

Entry 2:
A single C7H11ClN2O2 molecule, computed with the ωB97M-V functional and the def2-TZVPD basis.

Positions of all 23 atoms, in Å:
1 C 0.557269 -1.519847 -0.716963
2 C -0.037704 1.282272 -1.715463
3 C -0.692198 2.397399 -2.358761
4 C 2.182885 -2.903161 -2.232231
5 C -0.379998 0.693617 3.855582
6 C -1.572292 -0.046932 1.869776
7 C -0.254448 -0.481487 -0.065370
8 N 1.151351 -2.253799 -1.524374
9 N -0.664056 0.650588 -0.722994
10 O -0.706737 0.854087 2.412821
11 O -1.064262 -0.992663 0.986068
12 Cl 1.684565 1.048620 -1.906452
13 H -1.210443 3.013803 -1.490608
14 H -1.399515 2.109344 -3.037919
15 H -0.002255 3.058752 -2.763326
16 H 2.171783 -3.070308 -3.291488
17 H 2.474817 -3.751949 -1.559079
18 H 2.981212 -2.166555 -2.188762
19 H 0.609018 0.367214 3.982581
20 H -1.149620 0.096085 4.265269
21 H -0.293584 1.686891 4.157719
22 H -2.333266 0.669184 1.477403
23 H -2.052521 -0.741152 2.566569

Cartesian forces (eV/Å) of the 2 atoms listed first:
C 0.785 0.284 -2.017
C -0.948 -2.752 4.568

Computed properties:
SMILES string: CN=C=C(/N=C(/C)Cl)OCOC
Energy relative to the best compared isomer or geometry (same formula, charge and spin): 29.8 kcal per mole
LUMO level: 0.68 eV
Kohn-Sham gap: 7.30 eV

The computed natural (NBO) charges, all in e, follow: C 0.47; C 0.19; C -0.65; C -0.43; C -0.24; C 0.23; C 0.17; N -0.39; N -0.42; O -0.55; O -0.53; Cl -0.05; H 0.24; H 0.23; H 0.22; H 0.23; H 0.23; H 0.21; H 0.18; H 0.18; H 0.19; H 0.15; H 0.15

Entry 3:
A molecular structure, C48H42FMgN2O2PS4, computed with the ωB97M-V functional and the def2-TZVPD basis.

Positions of all 101 atoms, in Å:
1 Mg -0.497872 0.140382 -0.340049
2 N 0.122019 0.732261 6.172585
3 C -0.025771 0.591054 4.814428
4 C -1.284790 0.590103 4.215171
5 C -1.383055 0.432329 2.848197
6 N -0.333136 0.273118 2.035767
7 C 0.868824 0.259956 2.621250
8 C 1.076035 0.409003 3.975631
9 H -0.656650 1.090619 6.696248
10 H 1.028801 0.980471 6.526281
11 H -2.180368 0.731543 4.807182
12 H -2.349889 0.462045 2.362709
13 H 1.714177 0.132978 1.960125
14 H 2.083869 0.402197 4.372903
15 F -3.912676 -3.570148 -5.040706
16 C -3.078047 -2.651192 -4.479359
17 C -3.611378 -1.592313 -3.777008
18 C -2.753582 -0.662787 -3.198529
19 C -1.357925 -0.764484 -3.302149
20 C -0.436970 0.151366 -2.588287
21 C -0.876801 -1.850943 -4.051354
22 C -1.714438 -2.792687 -4.633956
23 H -4.685688 -1.500666 -3.678837
24 H -3.179426 0.149835 -2.619203
25 H -0.685317 1.202206 -2.781057
26 H 0.574911 -0.015790 -2.983675
27 H 0.197494 -1.958524 -4.172907
28 H -1.322969 -3.620500 -5.212625
29 S 0.288369 2.864130 0.056094
30 P -1.689752 3.108000 0.204531
31 S -2.776343 1.447843 -0.066665
32 C -2.234925 4.375655 -0.977978
33 C -2.604271 3.985513 -2.262036
34 C -2.960705 4.937668 -3.204685
35 C -2.958818 6.285313 -2.868579
36 C -2.595224 6.678050 -1.588377
37 C -2.231610 5.726644 -0.645197
38 C -2.097426 3.823563 1.833220
39 C -3.430296 3.876492 2.241271
40 C -3.762985 4.437127 3.464003
41 C -2.767565 4.944501 4.291876
42 C -1.441133 4.886505 3.893866
43 C -1.105643 4.327976 2.665065
44 H -2.616944 2.932782 -2.519626
45 H -3.243598 4.624090 -4.201263
46 H -3.244321 7.028367 -3.602378
47 H -2.594720 7.727047 -1.320592
48 H -1.946746 6.042681 0.351319
49 H -4.200231 3.461916 1.601462
50 H -4.799036 4.475420 3.775781
51 H -3.029077 5.382200 5.247256
52 H -0.663392 5.274398 4.539721
53 H -0.071980 4.263637 2.348900
54 O 1.539097 -0.444350 -0.284639
55 S 2.403414 0.572027 -1.030263
56 C 3.546178 1.182396 0.196876
57 C 4.206813 0.284474 1.027808
58 C 5.059541 0.777204 1.998388
59 C 5.248981 2.152446 2.126505
60 C 4.582868 3.033963 1.291377
61 C 3.715330 2.549162 0.317387
62 C 3.557760 -0.424301 -1.959065
63 C 3.459871 -1.799434 -1.881812
64 C 4.342971 -2.575416 -2.624089
65 C 5.297177 -1.970423 -3.426386
66 C 5.375503 -0.582349 -3.497548
67 C 4.500102 0.200924 -2.765535
68 H 4.042792 -0.781014 0.912174
69 H 5.582995 0.093061 2.653938
70 H 5.919135 2.533807 2.886042
71 H 4.722258 4.100969 1.402099
72 H 3.157982 3.225864 -0.318640
73 H 2.704178 -2.246063 -1.251246
74 H 4.277398 -3.654752 -2.572537
75 H 5.980899 -2.577696 -4.004989
76 H 6.115212 -0.112263 -4.131856
77 H 4.548319 1.282207 -2.821127
78 O -1.204820 -1.697150 0.132721
79 S -0.928005 -2.842075 -0.824613
80 C -2.044485 -4.131338 -0.296694
81 C -2.290985 -5.185517 -1.161725
82 C -3.153133 -6.192682 -0.756986
83 C -3.765545 -6.124047 0.488059
84 C -3.525480 -5.045617 1.328921
85 C -2.660269 -4.032920 0.939004
86 C 0.580831 -3.601787 -0.227644
87 C 1.204852 -4.546600 -1.027304
88 C 2.374201 -5.140819 -0.573812
89 C 2.913796 -4.764178 0.649829
90 C 2.281502 -3.802328 1.429207
91 C 1.102183 -3.215398 0.994498
92 H -1.837852 -5.209801 -2.145757
93 H -3.362373 -7.019957 -1.422005
94 H -4.445765 -6.907265 0.795767
95 H -4.019182 -4.986314 2.290025
96 H -2.470252 -3.172788 1.567235
97 H 0.791901 -4.808223 -1.994789
98 H 2.870026 -5.886634 -1.181676
99 H 3.833317 -5.218825 0.995094
100 H 2.706472 -3.507951 2.380611
101 H 0.601267 -2.449188 1.573358

Cartesian forces (eV/Å) of the 2 atoms listed first:
Mg -0.105 0.470 0.123
N 0.006 -0.083 0.020

Computed properties:
Energy relative to the best compared isomer or geometry (same formula, charge and spin): 0.0 kcal per mole
LUMO level: 0.36 eV
Kohn-Sham gap: 6.51 eV

Löwdin atomic charge list, values in e, 99 entries: Mg 0.27; N 0.12; C -0.32; C -0.01; C -0.15; N 0.01; C -0.14; C -0.01; H 0.09; H 0.09; H 0.11; H 0.06; H 0.08; H 0.11; F 0.02; C -0.31; C -0.02; C -0.06; C -0.36; C -0.20; C -0.09; C -0.04; H 0.11; H 0.07; H 0.03; H 0.02; H 0.11; H 0.11; S 0.31; P 0.14; S 0.34; C -0.37; C -0.10; C -0.08; C -0.09; C -0.09; C -0.08; C -0.40; C -0.10; C -0.08; C -0.09; C -0.09; C -0.11; H 0.08; H 0.10; H 0.10; H 0.10; H 0.10; H 0.09; H 0.10; H 0.10; H 0.10; H 0.06; O -0.56; S 1.01; C -0.38; C -0.07; C -0.07; C -0.07; C -0.06; C -0.10; C -0.36; C -0.06; C -0.06; C -0.08; C -0.07; C -0.07; H 0.12; H 0.11; H 0.10; H 0.11; H 0.09; H 0.09; H 0.10; H 0.10; H 0.11; H 0.12; O -0.55; S 1.10; C -0.35; C -0.07; C -0.07; C -0.08; C -0.07; C -0.05; C -0.36; C -0.08; C -0.09; C -0.08; C -0.06; C -0.06; H 0.11; H 0.11; H 0.10; H 0.11; H 0.11; H 0.12; H 0.11; H 0.10

Entry 4:
A molecular structure, C20H35ClIrN5O5, computed with the ωB97M-V functional and the def2-TZVPD basis.

Positions of all 67 atoms, in Å:
1 Ir -1.085021 -0.017058 -0.395667
2 N 0.110379 1.230642 1.181433
3 C -0.771621 1.719742 2.239833
4 C -1.956721 2.470542 1.627933
5 N -2.623221 1.694042 0.577033
6 C -3.672521 0.836042 1.133933
7 C -4.328021 -0.072658 0.084433
8 N -3.311621 -0.711558 -0.765567
9 C -3.088121 2.560342 -0.512667
10 C -1.925821 3.006342 -1.396067
11 N -1.267921 1.818242 -1.942467
12 H 0.612979 1.989042 0.717933
13 H 0.815179 0.598142 1.555533
14 H -1.117521 0.863242 2.817633
15 H -0.246721 2.397342 2.923633
16 H -2.662421 2.725042 2.427133
17 H -1.594421 3.404842 1.200333
18 H -3.210321 0.215742 1.904033
19 H -4.452921 1.443542 1.607533
20 H -4.924521 -0.821858 0.612733
21 H -5.014221 0.508842 -0.533867
22 H -3.222821 -1.706158 -0.565567
23 H -3.558721 -0.631058 -1.748967
24 H -3.778221 2.001142 -1.140767
25 H -3.611121 3.435242 -0.109367
26 H -2.310621 3.654842 -2.189267
27 H -1.193221 3.580442 -0.827767
28 H -1.780021 1.450342 -2.740467
29 H -0.333121 2.043142 -2.267367
30 O -1.049421 -2.416758 -0.201867
31 C -0.972921 -2.455158 1.029733
32 O -0.977821 -1.416058 1.740533
33 C -0.900021 -3.806658 1.770833
34 N -0.716021 -3.481958 3.219133
35 C -1.932421 -3.934958 3.962833
36 C -3.004921 -3.948458 2.883033
37 C -2.240421 -4.551158 1.706533
38 H -0.076521 -4.392458 1.360533
39 H -0.679421 -2.434058 3.217233
40 H 0.140679 -3.861358 3.631133
41 H -2.150521 -3.268758 4.798233
42 H -1.761021 -4.942958 4.344833
43 H -3.333121 -2.930458 2.657933
44 H -3.872521 -4.535958 3.167833
45 H -2.731921 -4.425758 0.744433
46 H -2.078221 -5.617758 1.867533
47 C 4.883179 -0.752858 -1.616167
48 C 5.216779 0.666242 -1.939867
49 C 6.380879 1.200042 -1.418867
50 C 6.839479 2.481242 -1.749467
51 Cl 8.316979 3.049442 -1.158767
52 C 6.071779 3.298442 -2.607567
53 C 4.898579 2.811142 -3.104067
54 C 4.434679 1.497842 -2.801367
55 O 3.314379 1.211142 -3.446467
56 C 2.457579 0.132342 -3.264767
57 C 1.621879 0.272742 -1.927067
58 O 2.062979 0.959642 -1.025967
59 O 0.533279 -0.342758 -1.986267
60 H 5.661579 -1.177858 -0.988067
61 H 4.842079 -1.357358 -2.523467
62 H 3.930379 -0.838658 -1.092767
63 H 6.977879 0.599442 -0.751167
64 H 6.418279 4.290942 -2.856267
65 H 4.285679 3.399942 -3.770267
66 H 2.943379 -0.842958 -3.252767
67 H 1.747879 0.176042 -4.094267

Cartesian forces (eV/Å) of the 2 atoms listed first:
Ir -0.789 4.813 -0.823
N 0.339 -1.039 -1.706

Computed properties:
Energy relative to the best compared isomer or geometry (same formula, charge and spin): 100.4 kcal per mole
Net charge: +3
LUMO level (alpha / beta): -9.58 / -10.24 eV
Kohn-Sham gap (alpha / beta): 6.67 / 6.86 eV
Multiplicity: 2
⟨S²⟩: 1.0618

The computed natural (NBO) charges, all in e, follow: Ir 1.38; N -0.76; C -0.25; C -0.25; N -0.41; C -0.24; C -0.25; N -0.82; C -0.25; C -0.24; N -0.74; H 0.42; H 0.43; H 0.22; H 0.24; H 0.24; H 0.22; H 0.22; H 0.23; H 0.24; H 0.23; H 0.42; H 0.42; H 0.21; H 0.24; H 0.25; H 0.21; H 0.41; H 0.42; O -0.68; C 0.78; O -0.77; C -0.16; N -0.52; C -0.23; C -0.42; C -0.41; H 0.27; H 0.47; H 0.45; H 0.25; H 0.24; H 0.20; H 0.27; H 0.25; H 0.25; C -0.65; C 0.00; C -0.20; C 0.07; Cl 0.22; C -0.21; C -0.14; C 0.45; O -0.39; C -0.18; C 0.76; O -0.69; O -0.69; H 0.25; H 0.24; H 0.24; H 0.25; H 0.27; H 0.25; H 0.23; H 0.24

Number 1: total energy -2334.1998 a.u., maximum force 1.18 eV/Å. Number 2: total energy -993.3114 a.u., maximum force 6.37 eV/Å. Number 3: total energy -4348.5114 a.u., maximum force 0.61 eV/Å. Number 4: total energy -1996.6320 a.u., maximum force 4.95 eV/Å.